The following is a quantum chemistry calculation of a structure of composition C23H35N5NiO4PS2, from the OMol25 dataset.

The geometry in ORCA input format:
```
! wB97M-V def2-TZVPD RIJCOSX def2/J DEFGRID3
* xyz 0 2
Ni -0.8422 0.4864 -0.1951
C -3.3804 2.9596 -4.7678
C -2.3867 1.8423 -4.5313
O -2.8242 0.9024 -3.5359
P -2.8774 1.2696 -1.9809
S -2.8557 -0.4380 -0.9716
S -1.4348 2.5231 -1.4433
O -4.3129 1.9916 -1.9127
C -4.6556 2.8919 -0.8470
C -4.7423 2.2157 0.5057
H -3.0545 3.5570 -5.6215
H -3.4496 3.6122 -3.8985
H -4.3710 2.5568 -4.9787
H -1.4159 2.2414 -4.2297
H -2.2555 1.2416 -5.4308
H -5.6209 3.3036 -1.1407
H -3.9201 3.6991 -0.8264
H -5.4103 1.3546 0.4659
H -5.1282 2.9307 1.2358
H -3.7611 1.8747 0.8378
C -3.6280 -0.7050 3.2801
N -2.5176 -0.1387 2.5547
C -1.8170 0.9558 2.9178
N -2.2086 1.5836 4.0713
O -0.8847 1.3887 2.2387
H -4.0472 -1.5142 2.6879
H -4.4188 0.0331 3.4352
H -3.3297 -1.1185 4.2494
H -2.1613 -0.6133 1.7367
H -2.8211 1.1497 4.7361
H -1.6333 2.3481 4.3726
N 1.1178 1.0972 0.1429
C 2.0499 1.1064 -0.9621
C 1.7429 0.3820 -2.1050
C 2.6533 0.3183 -3.1510
C 3.8664 0.9884 -3.0658
C 4.1625 1.7320 -1.9314
C 3.2565 1.7903 -0.8817
H 0.9770 2.0314 0.5182
H 1.5162 0.5485 0.8986
H 0.7784 -0.1094 -2.1619
H 2.4041 -0.2430 -4.0431
H 4.5722 0.9445 -3.8852
H 5.1004 2.2681 -1.8624
H 3.4883 2.3625 0.0095
C 3.9572 -1.9796 -0.1933
N 2.6743 -2.6581 -0.0132
N 1.7909 -2.0052 0.8583
C 0.4907 -2.0675 0.3347
O -0.4934 -1.6204 0.9125
C 0.6214 -2.7360 -0.9336
C 1.9312 -3.0047 -1.1242
C 2.6095 -3.5419 -2.3339
C 2.0655 -2.0282 2.2533
C 1.3874 -1.1485 3.0917
C 1.6494 -1.1748 4.4534
C 2.5822 -2.0550 4.9822
C 3.2461 -2.9327 4.1380
C 2.9850 -2.9314 2.7764
H 4.4215 -1.8398 0.7801
H 3.8351 -1.0101 -0.6844
H 4.6022 -2.6186 -0.7916
H -0.1994 -2.9302 -1.6023
H 1.8671 -3.9286 -3.0277
H 3.3042 -4.3420 -2.0771
H 3.1697 -2.7513 -2.8388
H 0.6368 -0.4742 2.7001
H 1.1145 -0.4919 5.1011
H 2.7853 -2.0634 6.0449
H 3.9657 -3.6344 4.5397
H 3.4807 -3.6342 2.1206
*
```

Results
Orbital gap (spin up / spin down) (eV): 7.2 / 6.8

***

The following is a quantum chemistry calculation of a cluster of 4 separate species, C23H35NO9 in total, from the OMol25 dataset.

The geometry in ORCA input format:
```
! wB97M-V def2-TZVPD RIJCOSX def2/J DEFGRID3
* xyz 0 1
C -0.3202 -1.6998 -0.9420
C -0.0748 -1.5903 -2.4653
C -1.3331 -0.9190 -3.0767
C -1.2566 0.6389 -3.0116
C -2.5854 1.2703 -2.5567
C -3.7895 1.0314 -3.5374
C -4.9423 0.5262 -2.7272
C -5.3667 -0.7210 -2.5774
C -4.8482 -1.9797 -3.2092
N -5.0888 -3.1802 -2.3924
C -6.5212 -0.6442 -1.6120
O -7.1773 -1.5081 -1.2198
O -6.7094 0.6699 -1.1800
C -5.8284 1.4206 -1.8991
O -5.7221 2.5791 -1.8800
H 0.5182 -2.1269 -0.4207
H -1.2317 -2.2841 -0.7433
H -0.5427 -0.6976 -0.5628
H -0.0547 -2.6011 -2.8505
H 0.8542 -1.0631 -2.6947
H -1.5226 -1.2174 -4.1148
H -2.1707 -1.1918 -2.4238
H -0.9013 1.0805 -3.9493
H -0.5242 0.8516 -2.2195
H -2.8317 0.8064 -1.5914
H -2.4501 2.3371 -2.3488
H -4.0234 2.0127 -3.9630
H -3.5475 0.3630 -4.3657
H -3.7989 -1.8828 -3.5023
H -5.4297 -2.1099 -4.1364
H -4.9027 -2.9965 -1.4118
H -4.4326 -3.8890 -2.7030
O 1.8707 -1.0916 0.7970
C 1.4496 -0.3016 1.5982
C 2.2510 0.4004 2.6748
C 1.1575 0.9307 3.5925
C 0.0043 1.1375 2.6296
O 0.1617 0.1184 1.6273
H 2.8263 1.2010 2.2201
H 2.9088 -0.2974 3.1871
H 1.4336 1.8327 4.1298
H 0.8935 0.1671 4.3287
H 0.0420 2.1138 2.1407
H -0.9652 1.0225 3.1108
O 1.6871 -3.7104 -2.5205
C 2.5704 -3.9921 -1.7640
C 2.4197 -4.4706 -0.3352
C 3.8237 -4.2754 0.2209
C 4.6851 -4.4466 -1.0191
O 3.8844 -3.9551 -2.1057
H 2.1246 -5.5216 -0.3454
H 1.6845 -3.8744 0.1982
H 4.0826 -4.9658 1.0227
H 3.9254 -3.2589 0.6061
H 4.9298 -5.4938 -1.2146
H 5.6091 -3.8743 -0.9643
O 3.4049 2.9308 3.3886
C 3.3823 4.0175 3.8942
C 4.5775 4.8641 4.2760
C 3.9549 5.9017 5.2030
C 2.5363 5.9961 4.6681
O 2.2342 4.6808 4.1686
H 4.9908 5.3169 3.3733
H 5.3320 4.2656 4.7794
H 4.4756 6.8576 5.2114
H 3.9408 5.5184 6.2251
H 2.4482 6.7077 3.8443
H 1.8183 6.2628 5.4406
*
```

Results
Orbital gap (eV): 9.4
SMILES: CCCCCCC1=C(CN)C(=O)OC1=O.O=C1CCCO1.O=C1CCCO1.O=C1CCCO1

***

Energy above the lowest of the compared OMol25 structures with the same formula, charge and spin values (in kcal per mole) by entry order: 4.6, 0.0.